Version 1
C7H6 in the gas phase, computed with ωB97M-V/def2-TZVPD.

Values from the calculation:
Orbital gap   0.3082 hartree
Structure (SMILES)   C#C/C=C\C1=CC1
M   90.12 g/mol
E_LUMO   0.0 eV

Last column: Mulliken charge in e.
Element x y z (Å)
C (2.87387, -1.06625, 0.03703)  0.1296
C (2.07166, -0.15995, -0.01158)  -0.4974
C (1.30458, 1.02512, -0.04480)  -0.4149
C (-0.03719, 1.17064, -0.06106)  -0.2319
C (-1.00439, 0.12808, -0.04291)  0.1530
C (-1.29848, -1.17476, -0.21827)  -0.4480
C (-2.42889, -0.17273, 0.13719)  -0.5283
H (3.66756, -1.71160, 0.24755)  0.4514
H (1.97096, 1.97955, -0.10132)  0.2581
H (-0.28595, 2.24464, -0.06241)  0.2974
H (-0.98618, -2.17229, -0.31394)  0.3918
H (-2.75702, -0.28416, 1.09470)  0.2326
H (-3.09053, 0.19371, -0.66019)  0.2066

Version 2
C7H6 in the gas phase, computed with ωB97M-V/def2-TZVPD.

Values from the calculation:
Orbital gap   0.3366 hartree
Structure (SMILES)   C#C/C=C\C=C=C
M   90.12 g/mol
E_LUMO   0.6 eV

Last column: Mulliken charge in e.
Element x y z (Å)
C (1.29388, -3.39756, 0.87605)  0.4833
C (0.87688, -2.30726, 1.10603)  -0.7973
C (0.42710, -1.07124, 1.57702)  -0.6999
C (0.11128, 0.06695, 0.96000)  0.0045
C (-0.12949, 0.10457, -0.48562)  -0.2034
C (-0.47555, 1.20940, -1.03321)  -0.0578
C (-0.97068, 2.24110, -1.59125)  -0.7375
H (1.75751, -4.27027, 0.82200)  0.5353
H (0.50021, -0.99673, 2.70171)  0.2503
H (-0.32764, 1.08316, 1.36672)  0.2611
H (0.06531, -0.79430, -0.94440)  0.4677
H (-0.24296, 3.00203, -1.97134)  0.2298
H (-2.02554, 2.47957, -1.41898)  0.2638

version 2 ends up most stable, edging out the next structure by 12.4 kcal/mol.

Version 1
C21H21N3O4 in the gas phase, computed with ωB97M-V/def2-TZVPD.

Values from the calculation:
Orbital gap   0.3027 hartree
Structure (SMILES)   C=C(C)COc1ccc(-c2nc(N)ncc2Oc2ccccc2OC)c(O)c1
M   379.42 g/mol
E_LUMO   0.3 eV

Last column: Mulliken charge in e.
Element x y z (Å)
C (-6.06387, -1.20768, -0.72373)  -1.0899
C (-4.76238, -1.33381, -0.52028)  0.9342
C (-3.74129, -0.91937, -1.53347)  -0.7746
C (-4.23524, -1.91909, 0.77098)  -0.7133
O (-3.33074, -1.05471, 1.43546)  -0.4618
C (-2.00373, -1.07871, 1.16373)  0.8185
C (-1.26516, -0.03112, 1.72883)  -0.8101
C (0.08079, 0.07912, 1.48603)  -0.1799
C (0.75414, -0.85605, 0.69533)  0.2752
C (2.15494, -0.67222, 0.32879)  0.8368
N (2.89958, -1.77120, 0.16520)  -0.8381
C (4.19315, -1.63678, -0.12185)  0.1632
N (4.89866, -2.76916, -0.35267)  -0.4156
N (4.84006, -0.47597, -0.23118)  -0.6611
C (4.10292, 0.61637, -0.14634)  -0.2789
C (2.73370, 0.59205, 0.09520)  0.3069
O (2.04910, 1.78115, 0.12272)  -0.5008
C (0.86735, 1.86098, -0.57242)  0.5461
C (0.60621, 1.12185, -1.71244)  -0.3929
C (-0.60070, 1.26247, -2.37778)  -0.6844
C (-1.54293, 2.15329, -1.90701)  -0.7851
C (-1.28716, 2.91257, -0.77480)  -0.3773
C (-0.08784, 2.77779, -0.09354)  0.6259
O (0.25632, 3.45191, 1.03779)  -0.3743
C (-0.66610, 4.36526, 1.57621)  -0.9734
C (0.03675, -1.97203, 0.22948)  -0.7255
O (0.62545, -2.97252, -0.44907)  -0.6837
C (-1.33639, -2.05280, 0.43640)  -0.1847
H (-6.45568, -0.81095, -1.64476)  0.2751
H (-6.78995, -1.50325, 0.01430)  0.2886
H (-3.14208, -1.77396, -1.84526)  0.2893
H (-3.06188, -0.17791, -1.11325)  -0.0653
H (-4.22443, -0.49345, -2.40877)  0.4415
H (-3.78154, -2.89911, 0.58287)  0.2496
H (-5.06136, -2.05559, 1.47497)  0.3994
H (-1.78259, 0.68711, 2.34366)  0.4574
H (0.63420, 0.89117, 1.93209)  0.5813
H (5.89872, -2.68151, -0.38759)  0.2631
H (4.49766, -3.64373, -0.06364)  0.2405
H (4.61764, 1.55889, -0.27393)  0.5181
H (1.35106, 0.43081, -2.07952)  0.4326
H (-0.79492, 0.67364, -3.26050)  0.3961
H (-2.48678, 2.26859, -2.41775)  0.4059
H (-2.03957, 3.60043, -0.42393)  0.4253
H (-0.88116, 5.18064, 0.87777)  0.3698
H (-1.60222, 3.87214, 1.85853)  0.3643
H (-0.19031, 4.77214, 2.46716)  0.2565
H (1.59720, -2.82321, -0.40195)  0.3788
H (-1.83671, -2.91000, 0.01579)  0.4308

Version 2
C21H21N3O4 in the gas phase, computed with ωB97M-V/def2-TZVPD.

Values from the calculation:
Orbital gap   0.3427 hartree
Structure (SMILES)   CC(C)[C@H](NC(=O)c1ccccc1)C(=O)OCc1nnc(-c2ccccc2)o1
M   379.42 g/mol
E_LUMO   0.4 eV

Last column: Mulliken charge in e.
Element x y z (Å)
C (2.49561, 4.05687, 0.19756)  -1.4489
C (2.69108, 2.66058, -0.38001)  0.3865
C (2.35379, 2.62061, -1.86769)  -1.4567
C (1.87502, 1.59913, 0.40539)  -0.1273
N (2.34122, 0.26759, 0.09798)  -0.1065
C (3.43886, -0.25646, 0.69516)  0.2256
O (4.12566, 0.38887, 1.46484)  -0.6603
C (3.74540, -1.67011, 0.33383)  0.5375
C (3.39139, -2.23397, -0.88810)  -0.2574
C (3.72280, -3.54816, -1.16582)  -0.7333
C (4.40382, -4.30998, -0.23046)  -0.3541
C (4.76911, -3.75065, 0.98298)  -0.5583
C (4.44775, -2.43545, 1.26031)  -0.3866
C (0.40092, 1.65162, 0.07204)  0.1703
O (-0.16699, 0.83358, -0.60653)  -0.6589
O (-0.20742, 2.71390, 0.60509)  -0.2663
C (-1.59991, 2.82066, 0.34954)  -0.3541
C (-2.33206, 1.59800, 0.78148)  0.8074
N (-2.11990, 0.88339, 1.83725)  -0.5174
N (-3.01370, -0.11768, 1.81955)  -0.3613
C (-3.74079, 0.03061, 0.75242)  0.4747
C (-4.83640, -0.80639, 0.32176)  0.2587
C (-5.54839, -0.50495, -0.83782)  -0.3425
C (-6.59526, -1.31734, -1.22993)  -0.5974
C (-6.93547, -2.42797, -0.47416)  -0.3569
C (-6.22665, -2.72964, 0.67930)  -0.5615
C (-5.17928, -1.92476, 1.08169)  -0.4412
O (-3.35233, 1.12141, 0.04298)  -0.3454
H (2.79348, 4.08065, 1.24241)  0.3723
H (1.45648, 4.36726, 0.12782)  0.2462
H (3.10743, 4.76978, -0.35020)  0.4297
H (3.73890, 2.37420, -0.24570)  0.4349
H (1.33478, 2.96080, -2.04332)  0.2699
H (2.45142, 1.61033, -2.25768)  0.2861
H (3.02901, 3.26832, -2.42182)  0.4788
H (2.01267, 1.79199, 1.47679)  0.6237
H (1.70153, -0.30845, -0.42986)  0.3319
H (2.88037, -1.64664, -1.63737)  0.4168
H (3.45045, -3.97993, -2.11789)  0.3828
H (4.65563, -5.33674, -0.45174)  0.3814
H (5.30766, -4.33968, 1.71043)  0.3831
H (4.73214, -1.97645, 2.19512)  0.4298
H (-1.78421, 2.97450, -0.72056)  0.2175
H (-1.93042, 3.69340, 0.91881)  0.2852
H (-5.27624, 0.36135, -1.42191)  0.4291
H (-7.14804, -1.08442, -2.12788)  0.3880
H (-7.75420, -3.05982, -0.78493)  0.3833
H (-6.49400, -3.59630, 1.26491)  0.3892
H (-4.61271, -2.13744, 1.97393)  0.4716

version 2 ends up most stable, edging out the next structure by 28.8 kcal/mol.